No. 1
Formula: C20H41F6N4PPtSbSi3
Source: the Open Molecules 2025 dataset
Level of theory: wB97M-V/def2-TZVPD

Geometry (Å):
Pt -0.321802 -0.046482 -0.173224
C -3.443062 1.111446 3.277565
Si -2.389770 1.333565 1.700452
C -3.390915 2.187559 0.318970
C -0.900917 2.516827 2.039128
C -1.706392 -0.460119 1.333438
Si -2.753188 -1.478473 0.025752
C -2.895946 -0.532691 -1.628369
C -4.513860 -1.720562 0.737107
C -1.930487 -3.191912 -0.209574
Si -0.811245 -1.375536 2.738184
C -1.883467 -2.623223 3.686261
C 0.222414 -0.219083 3.844716
C 0.622365 -2.316372 1.815171
C 1.307149 -3.384767 2.377649
C 2.315970 -3.990108 1.643974
C 2.599834 -3.532154 0.368412
C 1.887567 -2.446019 -0.114245
N 0.950981 -1.867429 0.619653
H -3.884744 2.068273 3.540777
H -2.843822 0.778631 4.118349
H -4.251915 0.402794 3.141903
H -3.610397 3.204473 0.634452
H -4.345455 1.704985 0.140008
H -2.863249 2.253094 -0.628849
H -1.073474 3.475962 1.559496
H 0.049773 2.116076 1.687444
H -0.803845 2.713207 3.099918
H -3.700071 0.190413 -1.636784
H -3.104288 -1.263212 -2.401920
H -1.979765 -0.013436 -1.933284
H -5.020143 -0.777496 0.905665
H -4.489558 -2.276487 1.667341
H -5.098679 -2.287825 0.020640
H -1.065947 -3.128674 -0.861859
H -2.650288 -3.833161 -0.706420
H -1.641990 -3.667595 0.717395
H -2.772984 -2.154566 4.094450
H -1.334362 -3.041266 4.525142
H -2.210979 -3.452344 3.065538
H -0.381075 0.496408 4.387140
H 0.960638 0.331384 3.269528
H 0.758569 -0.811396 4.578343
H 1.050319 -3.737862 3.361953
H 2.868117 -4.818542 2.061113
H 3.352394 -3.995891 -0.249857
H 2.051145 -2.072791 -1.113978
C 2.884542 3.180696 -3.169812
N 2.249301 3.843078 -1.936707
C 3.309438 3.850891 -0.830175
N 3.801464 2.550170 -0.589776
C 4.374030 1.968000 -1.797241
N 3.372073 1.902571 -2.843081
C 2.354572 0.908898 -2.613513
P 1.391474 1.309980 -1.071995
C 1.034333 3.110440 -1.512315
C 2.839577 1.673299 0.045595
H 3.703417 3.827641 -3.497537
H 2.128246 3.114690 -3.956218
H 2.004958 4.812957 -2.168688
H 2.860704 4.267990 0.077213
H 4.126213 4.503968 -1.154623
H 4.747384 0.966004 -1.581294
H 5.209524 2.589658 -2.127518
H 2.813720 -0.077157 -2.516219
H 1.671559 0.844552 -3.466303
H 0.596070 3.615707 -0.644795
H 0.303569 3.129919 -2.328259
H 3.337239 0.734290 0.300818
H 2.491006 2.135152 0.975683
F 0.258102 -1.106802 -2.309732
Sb 0.186796 -2.271252 -4.021179
F -1.566198 -2.694327 -3.427256
F 0.873143 -3.572965 -2.796448
F 0.168947 -3.293834 -5.561577
F 1.973192 -1.592474 -4.198335
F -0.427548 -0.599362 -4.723376

Cartesian forces (eV/Å) of the 6 atoms listed first:
0.174 -2.385 0.155
0.462 0.081 -0.714
-0.265 0.525 0.543
0.332 -0.636 0.444
-0.441 -0.568 -0.197
0.778 1.045 -0.773

Highest occupied orbital energy (alpha / beta) = -0.546 / -0.556 Ha
Energy above the lowest of the compared OMol25 structures with the same formula, charge and spin = 51.3 kcal per mole
2S+1 = 2
Total charge = +2
<S²> = 0.76



No. 2
Formula: C28H26N2PPdTe
Source: the Open Molecules 2025 dataset
Level of theory: wB97M-V/def2-TZVPD

Geometry (Å):
Pd -17.969772 -1.709338 -3.016422
N -19.856000 1.324293 -4.817139
C -20.259449 1.840737 -3.642920
C -20.505691 3.191467 -3.538875
C -20.883432 3.675055 -2.313356
C -20.973597 2.797196 -1.206082
C -20.736646 1.366974 -1.338883
C -20.850002 0.475483 -0.240664
C -20.737333 -0.839304 -0.466157
C -20.352441 -1.263573 -1.790362
N -20.149167 -0.501759 -2.827632
C -20.291606 0.835377 -2.589723
H -19.901288 1.895767 -5.659223
H -19.423627 0.399245 -4.927791
H -20.438023 3.903481 -4.309635
H -21.048887 4.747964 -2.183804
H -21.357076 3.112052 -0.199474
H -21.099277 0.840195 0.790050
H -20.828475 -1.563945 0.394854
H -20.471486 -2.330109 -1.984698
C -15.279551 -4.185614 -3.581039
P -16.876961 -3.490242 -3.924150
C -17.960265 -4.813769 -4.323798
C -17.473989 -6.024050 -4.870456
C -18.345662 -7.100914 -5.097142
C -19.691107 -6.847930 -4.957049
C -20.229004 -5.626887 -4.512149
C -19.365110 -4.621665 -4.177495
C -16.723723 -2.145743 -5.124698
C -17.631649 -1.978508 -6.220023
C -17.506844 -0.833724 -6.912097
C -16.507838 0.206889 -6.561433
C -15.595012 -0.017263 -5.631721
C -15.691857 -1.191637 -4.877685
H -14.726600 -4.666715 -4.430403
H -15.535321 -4.975313 -2.808415
H -14.653997 -3.440514 -3.087688
H -16.410077 -6.116234 -5.107864
H -18.002037 -8.008517 -5.661222
H -20.456643 -7.575583 -5.269807
H -21.333985 -5.544290 -4.445320
H -19.757348 -3.631293 -3.983750
H -18.196780 -2.756484 -6.473695
H -18.062835 -0.691198 -7.818015
H -16.525356 1.128029 -7.210000
H -14.754160 0.713155 -5.447447
H -15.014631 -1.401135 -4.046395
Te -16.601774 -0.416202 -1.183812
C -15.817746 -1.905960 -0.018326
C -16.634793 -3.021838 0.239171
C -16.248883 -3.884494 1.298867
C -15.094111 -3.626461 2.034186
C -14.322317 -2.504251 1.726375
C -14.703209 -1.603417 0.756855
H -17.551893 -3.309709 -0.387981
H -16.951747 -4.705037 1.526492
H -14.913956 -4.217023 2.935543
H -13.439673 -2.272648 2.323626
H -14.241989 -0.639278 0.728282

Cartesian forces (eV/Å) of the 6 atoms listed first:
-0.299 0.483 0.056
0.105 0.617 -0.540
1.872 -3.475 -2.456
-0.946 0.752 1.983
0.110 0.021 1.308
-0.723 -0.508 0.437

Highest occupied orbital energy (alpha / beta) = -0.601 / -0.630 Ha
2S+1 = 5
Total charge = +3
<S²> = 6.06



No. 3
Formula: C5H7NO
Source: the Open Molecules 2025 dataset
Level of theory: wB97M-V/def2-TZVPD

Geometry (Å):
C -0.607688 -2.173100 -0.455692
C 1.179365 -0.603894 0.286064
C 0.381597 -0.351532 1.538188
C -0.171641 -0.899984 -0.318992
C -1.024556 0.046819 -1.069952
N -0.865443 -3.260172 -0.647347
O -0.219482 0.783722 1.913246
H 1.716103 0.190818 -0.056021
H 1.767836 -1.658575 0.261519
H -0.053599 -1.170893 2.069560
H -0.414681 0.792019 -1.548324
H -1.842194 0.353092 -0.384873
H -1.347776 -0.584114 -1.931947
H -0.011910 1.617003 1.424567

Cartesian forces (eV/Å) of the 6 atoms listed first:
0.944 -0.447 0.612
-0.893 -4.826 1.191
-1.135 -1.054 -2.958
1.630 2.701 2.010
-0.191 -0.675 -0.313
-1.007 -2.834 -0.370

Highest occupied orbital energy = -0.288 Ha
Energy above the lowest of the compared OMol25 structures with the same formula, charge and spin = 83.8 kcal per mole



No. 4
Formula: C5H7NO
Source: the Open Molecules 2025 dataset
Level of theory: wB97M-V/def2-TZVPD

Geometry (Å):
C -2.069637 -0.016038 0.176124
C -0.709420 -0.606246 0.127494
C 0.067679 -1.327693 -0.636448
O 1.085104 -1.661107 -1.211995
C 1.485324 1.099679 0.177018
N 2.584235 0.334958 0.254820
C 0.464557 1.746416 0.081418
H -2.193680 0.608206 1.064053
H -2.780203 -0.842345 0.269234
H -2.338045 0.565051 -0.713192
H -0.790274 -2.100401 -0.322611
H 2.530819 -0.478258 -0.352679
H 2.889612 0.121141 1.192800
H -0.215672 2.542291 -0.108134

Cartesian forces (eV/Å) of the 6 atoms listed first:
-0.056 -0.028 0.005
-0.098 -0.548 -0.243
0.414 0.403 -0.107
-0.221 0.031 0.060
-0.261 0.267 0.011
-0.165 0.020 0.029

Highest occupied orbital energy = -0.318 Ha
Energy above the lowest of the compared OMol25 structures with the same formula, charge and spin = 133.1 kcal per mole



No. 5
Formula: H2N3OP
Source: the Open Molecules 2025 dataset
Level of theory: wB97M-V/def2-TZVPD

Geometry (Å):
N -0.234566 -1.348926 -0.455355
N -0.381450 -0.061619 -1.024408
N 0.654872 -0.309924 -0.143609
O 0.572164 2.283936 0.847813
P 1.379914 0.450614 1.103509
H -0.879914 -1.568457 0.316118
H -1.111020 0.554377 -0.644068

Cartesian forces (eV/Å) of the 6 atoms listed first:
-0.118 -2.277 -0.084
-0.309 1.268 -1.337
0.004 0.609 0.772
3.046 -6.983 0.880
-3.091 6.915 -0.969
0.170 0.707 0.095

Highest occupied orbital energy (alpha / beta) = -0.343 / -0.357 Ha
Energy above the lowest of the compared OMol25 structures with the same formula, charge and spin = 69.2 kcal per mole



No. 6
Formula: C3H6N2
Source: the Open Molecules 2025 dataset
Level of theory: wB97M-V/def2-TZVPD

Geometry (Å):
C -0.235599 0.464814 1.841925
N 0.107395 0.064842 0.499423
C -0.022350 -0.699787 -2.306568
C 0.191798 0.350622 -1.563705
N 0.270365 1.069729 -0.556146
H 0.459432 1.149958 2.341134
H -0.235444 -0.486899 2.384796
H -1.256458 0.850871 1.896746
H 0.999639 -0.409042 0.507025
H 0.773002 -1.408075 -2.502944
H -1.051780 -0.947033 -2.541685

Cartesian forces (eV/Å) of the 6 atoms listed first:
-0.065 0.115 0.223
0.228 -0.300 0.341
0.008 0.142 -0.067
-0.168 -0.043 0.406
-0.233 -0.465 -0.350
-0.060 0.112 -0.118

Highest occupied orbital energy = -0.327 Ha
Energy above the lowest of the compared OMol25 structures with the same formula, charge and spin = 79.2 kcal per mole